# 1
Molecular formula: C23H40N2O15
Method: DFT, ωB97M-V with the def2-TZVPD basis set

Structure (ORCA input):
```
! RIJCOSX wB97M-V def2-TZVPD def2/J DEFGRID3
* xyz 0 1
O 10.29 9.18 9.97
O 11.08 16.66 17.67
O 11.33 10.34 11.62
O 10.75 14.75 16.66
O 12.86 15.45 17.10
O 7.97 18.11 14.33
O 7.93 18.08 12.06
O 10.97 16.45 8.79
O 12.22 8.54 10.65
O 16.40 12.14 14.95
O 9.73 18.75 13.30
O 8.99 17.07 9.39
O 17.47 10.16 14.58
O 15.59 10.65 13.49
O 9.43 14.89 9.17
N 11.46 15.34 13.00
N 9.78 12.61 12.78
C 13.34 15.14 11.83
C 9.21 10.08 10.11
C 9.74 16.05 9.09
C 8.77 13.96 14.22
C 10.49 18.80 12.07
C 9.74 12.96 14.09
C 8.89 13.39 12.05
C 12.02 17.67 18.07
C 8.32 14.22 12.97
C 6.60 17.59 14.40
C 11.53 15.57 17.07
C 12.40 16.12 13.60
C 11.26 9.42 10.81
C 16.49 11.07 14.41
C 13.58 15.99 12.96
C 13.33 8.68 11.48
C 13.38 14.35 16.28
C 8.49 18.28 13.11
C 18.67 10.70 15.15
C 11.93 15.52 8.34
C 12.08 14.68 11.92
C 14.55 11.64 13.22
C 7.55 16.88 9.37
H 6.17 17.39 13.42
H 14.06 14.90 11.05
H 14.84 12.40 12.54
H 6.63 16.65 14.95
H 13.33 14.63 15.23
H 7.56 14.95 12.76
H 14.30 12.13 14.13
H 12.54 18.09 17.20
H 14.46 14.31 16.51
H 12.20 16.72 14.39
H 7.21 17.92 9.38
H 12.78 17.22 18.70
H 7.26 16.33 10.27
H 8.41 9.81 9.42
H 19.35 9.89 15.30
H 14.44 16.62 13.15
H 11.47 19.11 12.44
H 13.73 11.08 12.80
H 6.03 18.35 14.90
H 19.18 11.43 14.53
H 11.38 14.93 7.57
H 10.07 19.47 11.33
H 8.40 14.52 15.10
H 10.49 17.84 11.64
H 13.06 9.15 12.41
H 14.21 9.23 11.03
H 12.80 16.08 7.95
H 8.78 9.96 11.08
H 10.55 15.14 13.31
H 18.47 11.16 16.12
H 10.36 12.48 14.78
H 13.66 7.66 11.65
H 10.17 11.79 12.43
H 9.54 11.09 9.92
H 11.46 18.36 18.67
H 12.22 14.80 9.09
H 12.92 13.37 16.47
H 7.23 16.27 8.54
H 11.48 13.96 11.38
H 8.75 13.24 10.99
*
```

Values from the calculation:
HOMO-LUMO gap, eV: 8.47
Highest occupied orbital energy, eV: -7.86
SMILES: c1cc[nH]c1.c1cc[nH]c1.COC(=O)OC.COC(=O)OC.COC(=O)OC.COC(=O)OC.COC(=O)OC

Here are the Löwdin charges for atoms 1 to 8, given in e:
1. O 0.05
2. O 0.01
3. O 0.08
4. O 0.13
5. O -0.03
6. O 0.00
7. O 0.09
8. O 0.00

=====

# 2
Molecular formula: C23H40N8Rh
Method: DFT, ωB97M-V with the def2-TZVPD basis set

Structure (ORCA input):
```
! RIJCOSX wB97M-V def2-TZVPD def2/J DEFGRID3
* xyz 3 1
Rh -0.17 0.02 -0.20
N 0.00 0.21 -2.33
N -0.05 -2.70 0.26
N -6.41 -0.13 -0.25
N 2.08 0.30 0.04
N -2.28 0.16 -0.42
N 0.19 0.19 2.03
N -0.11 -5.20 0.27
N 0.24 2.28 0.14
C -0.92 1.15 -4.32
C 0.89 -3.20 1.26
C -3.02 1.03 0.30
C -0.38 1.50 2.42
C -4.38 0.99 0.37
C 0.33 -3.20 -1.06
C 2.38 1.44 -0.86
C -1.43 -4.75 0.62
C 1.59 -0.03 2.43
C -1.40 -3.14 0.60
C 0.87 -4.80 1.23
C 0.25 -4.80 -1.06
C 0.69 -0.59 -4.47
C 0.19 2.64 1.58
C -0.28 0.32 -6.62
C -4.31 -0.85 -1.17
C -0.17 0.30 -5.13
C 2.56 0.53 1.42
C -0.82 1.07 -2.95
C -5.09 -0.01 -0.35
C 0.76 -0.59 -3.10
C -2.95 -0.73 -1.17
C 1.49 2.66 -0.57
H 1.22 -5.23 -1.32
H 1.24 3.12 -1.53
H -4.79 -1.59 -1.81
H 0.70 0.25 -7.09
H -0.49 -5.15 -1.77
H 3.53 0.06 1.57
H -2.49 1.81 0.82
H -0.79 1.21 -6.99
H -0.38 -0.52 2.48
H -2.16 -5.12 -0.09
H -0.54 2.71 -0.33
H -0.34 -2.80 -1.81
H -1.68 -2.76 1.58
H 1.85 -5.19 0.95
H -1.69 -5.11 1.62
H 1.89 -2.84 1.03
H -0.85 -0.56 -6.96
H 1.35 -2.89 -1.27
H 1.19 2.89 1.92
H 3.43 1.74 -0.79
H 0.59 -2.85 2.25
H -4.92 1.72 0.97
H -6.96 0.48 0.33
H -1.45 1.44 2.31
H 0.60 -5.19 2.22
H -1.58 1.89 -4.77
H -0.18 1.72 3.48
H 1.31 -1.27 -5.05
H 1.78 0.41 3.41
H -2.10 -2.78 -0.14
H 2.71 1.59 1.56
H -1.43 1.71 -2.32
H 2.21 1.11 -1.88
H -6.92 -0.83 -0.77
H 1.47 -1.24 -2.60
H -0.42 3.52 1.75
H 2.55 -0.51 -0.34
H 2.03 3.41 0.01
H 1.75 -1.10 2.52
H -2.36 -1.36 -1.83
*
```

Values from the calculation:
HOMO-LUMO gap (spin up / spin down), eV: 4.51 / 6.15
Highest occupied orbital energy (spin up / spin down), eV: -15.57 / -16.08
Relative energy (zero: lowest compared OMol25 entry of this formula, charge and spin), kcal per mole: 20.84

Here are the Löwdin charges for atoms 1 to 8, given in e:
1. Rh 1.14
2. N -0.08
3. N -0.16
4. N 0.20
5. N -0.09
6. N -0.10
7. N -0.10
8. N -0.17

=====

# 3
Molecular formula: C23H41AlIP2
Method: DFT, ωB97M-V with the def2-TZVPD basis set

Structure (ORCA input):
```
! RIJCOSX wB97M-V def2-TZVPD def2/J DEFGRID3
* xyz 1 1
I 1.89 2.09 2.31
P -1.30 -3.39 0.78
P -3.12 -1.05 1.55
Al 0.65 1.62 0.20
C -0.52 -4.72 1.75
C 2.93 2.97 -1.18
C -1.03 -0.26 1.55
C 1.14 2.20 -2.41
C 1.14 -1.00 -1.23
C 2.53 2.21 -2.31
C 0.03 -0.88 2.42
C -0.77 3.55 -1.23
C -4.52 -1.51 0.45
C 1.18 -1.77 1.78
C 0.35 1.75 -3.59
C 2.27 -1.15 1.01
C -2.31 -4.33 -0.39
C 2.08 -0.47 -0.16
C 1.76 3.50 -0.57
C -0.78 0.12 0.11
C -3.97 -0.89 3.18
C 3.50 1.68 -3.33
C 0.60 2.93 -1.28
C -2.50 -2.77 2.01
C 1.73 4.75 0.25
C 4.31 3.32 -0.79
C -0.38 -0.96 -0.87
H -4.19 -1.63 -0.60
H 3.24 -1.10 1.51
H 1.30 -0.49 -2.20
H 2.01 5.60 -0.39
H 4.59 4.32 -1.17
H 4.42 3.36 0.30
H -4.43 -1.86 3.43
H 1.45 -2.04 -1.46
H 5.03 2.60 -1.20
H -0.64 1.38 -3.26
H -0.65 -2.00 -0.57
H 0.30 -5.14 1.15
H 0.54 -0.17 3.12
H -3.23 -0.64 3.96
H -2.02 -2.70 3.02
H -1.61 -4.72 -1.13
H -5.26 -0.70 0.51
H -1.06 3.81 -0.20
H -0.72 4.48 -1.83
H 1.63 -2.34 2.62
H -0.12 -4.37 2.71
H -1.28 -5.50 1.91
H 0.87 0.98 -4.16
H -4.99 -2.43 0.80
H -1.56 0.57 2.10
H -0.55 -1.49 3.12
H -1.54 2.87 -1.63
H 0.72 4.94 0.63
H -2.76 -5.17 0.15
H 4.41 1.32 -2.85
H 3.79 2.46 -4.06
H 3.04 0.86 -3.90
H 0.16 2.60 -4.26
H 2.94 0.10 -0.56
H -0.93 -0.83 -1.84
H 0.66 -2.48 1.08
H -3.38 -3.45 2.08
H -1.72 0.58 -0.23
H 2.43 4.69 1.09
H -4.73 -0.11 3.14
H -3.06 -3.71 -0.91
*
```

Values from the calculation:
HOMO-LUMO gap, eV: 5.47
Highest occupied orbital energy, eV: -9.55
Relative energy (zero: lowest compared OMol25 entry of this formula, charge and spin), kcal per mole: 0.00

Here are the natural (NBO) charges for atoms 1 to 8, given in e:
1. I -0.36
2. P 0.87
3. P 1.14
4. Al 1.64
5. C -0.94
6. C -0.05
7. C -0.09
8. C -0.05

=====

The following molecular weight values (in g mol⁻¹) correspond, in order, to the records above: 584.572 531.535 533.415.
The following maximum force values (in eV/A) correspond, in order, to the records above: 3.294 3.275 4.038.